{
  "formula": "C40H52N12",
  "method": "the ωB97M-V functional and the def2-TZVPD basis",
  "largest_force_ha_per_bohr": 0.07581,
  "total_charge": 1,
  "e_homo_ev": [-10.4100, -10.4065],
  "e_lumo_ev": [-2.663, -6.736],
  "s2": 0.7633,
  "spin_multiplicity": 2,
  "relative_energy_kj_mol": 0.00,
  "species": ["C", "C", "N", "H", "H", "H", "C", "C", "N", "H", "H", "H", "C", "C", "N", "H", "H", "H", "C", "C", "N", "H", "H", "H", "N", "C", "C", "C", "C", "H", "H", "H", "H", "H", "N", "C", "C", "C", "C", "H", "H", "H", "H", "H", "N", "C", "C", "C", "C", "H", "H", "H", "H", "H", "N", "C", "C", "C", "C", "H", "H", "H", "H", "H", "N", "C", "C", "C", "C", "H", "H", "H", "H", "H", "N", "C", "C", "C", "C", "H", "H", "H", "H", "H", "N", "C", "C", "C", "C", "H", "H", "H", "H", "H", "N", "C", "C", "C", "C", "H", "H", "H", "H", "H"],
  "coordinates": [[-3.73092, 2.68066, -4.51690], [-2.48950, 1.86661, -4.64721], [-1.52402, 1.25986, -4.71581], [-3.65627, 3.33251, -3.64648], [-4.51849, 1.96168, -4.29134], [-4.09006, 3.23649, -5.38303], [-2.50623, -2.29115, -4.06878], [-3.37169, -1.50043, -4.99653], [-4.06831, -0.95235, -5.75849], [-2.89428, -3.27032, -3.78812], [-2.30958, -1.65002, -3.20949], [-1.50050, -2.37748, -4.48008], [3.20161, -1.27634, 5.56239], [2.85818, -0.59267, 4.39204], [2.68620, 0.00075, 3.42578], [3.57453, -2.26959, 5.31244], [2.46203, -1.14075, 6.35153], [4.01414, -0.69690, 6.00074], [-0.03593, 1.92107, 3.97924], [0.61241, 2.97780, 4.72753], [1.15888, 3.75675, 5.36271], [-0.21829, 0.97804, 4.49455], [0.58668, 1.62180, 3.13610], [-1.02657, 2.27431, 3.69294], [1.15912, 0.42318, -0.82286], [0.42925, 0.38399, 0.35076], [-0.85603, 0.13401, 0.08033], [-0.96311, 0.43381, -1.24102], [0.33202, 0.52060, -1.86817], [2.16720, 0.40317, -0.88169], [0.97108, 0.29692, 1.28095], [-1.63653, -0.15596, 0.76817], [-1.83454, 0.56300, -1.86577], [0.74542, 0.69989, -2.84968], [-2.27993, -3.19228, 4.45128], [-1.39670, -2.81140, 3.52318], [-1.51585, -1.42713, 3.37141], [-2.43282, -0.98230, 4.36032], [-2.88759, -2.12545, 5.01188], [-2.38400, -4.13463, 4.79950], [-0.84450, -3.57219, 2.99149], [-0.91438, -0.81249, 2.71807], [-2.74523, 0.01206, 4.64326], [-3.68587, -2.18339, 5.73700], [1.57965, 6.01425, 1.87301], [2.16830, 4.87492, 1.44191], [1.18161, 3.90639, 1.24716], [-0.02966, 4.42986, 1.80982], [0.29987, 5.71731, 2.11143], [2.07388, 6.77278, 2.32075], [3.23887, 4.91775, 1.30624], [1.35117, 2.89035, 0.92261], [-0.96757, 3.91011, 1.93863], [-0.28446, 6.40552, 2.70414], [-1.02376, -4.98530, -2.37162], [-0.98230, -3.78600, -1.61812], [0.05163, -3.01416, -2.22833], [0.54422, -3.73032, -3.34399], [-0.04200, -4.95513, -3.36511], [-1.60072, -5.78835, -2.16587], [-1.54501, -3.72742, -0.69817], [0.51458, -2.15818, -1.75995], [1.25203, -3.30673, -4.04111], [0.04081, -5.77418, -4.06417], [1.12847, 4.12253, -2.00945], [2.12849, 5.12164, -2.12629], [1.99977, 5.58510, -3.39746], [0.97547, 4.92081, -4.15197], [0.36260, 4.11237, -3.18052], [0.82601, 3.64882, -1.17027], [2.81221, 5.28768, -1.30694], [2.74704, 6.23283, -3.83155], [0.80244, 4.94269, -5.21780], [-0.36624, 3.33264, -3.34546], [4.19351, 2.47016, -2.60282], [4.76414, 2.78393, -1.39280], [4.88125, 1.63491, -0.69314], [4.51081, 0.59904, -1.54134], [3.95403, 1.15363, -2.66343], [3.87829, 3.12544, -3.30378], [5.12155, 3.73766, -1.03359], [5.30898, 1.46688, 0.28420], [4.56150, -0.43079, -1.21995], [3.54561, 0.80193, -3.59933], [-4.45292, -2.28190, 1.23131], [-4.69266, -3.58256, 0.93712], [-4.94418, -3.65045, -0.42092], [-4.81551, -2.38115, -0.93003], [-4.49130, -1.49155, 0.05777], [-4.13200, -1.97616, 2.13885], [-4.48905, -4.32765, 1.69195], [-5.11773, -4.58335, -0.93665], [-4.99285, -2.03292, -1.93685], [-4.40393, -0.41546, 0.02974], [1.26630, -3.05212, 1.06928], [1.50252, -4.33111, 0.57132], [2.09986, -5.03329, 1.58225], [2.23585, -4.20981, 2.71624], [1.67655, -2.99611, 2.33239], [0.84237, -2.26708, 0.59591], [1.36334, -4.49269, -0.48741], [2.53498, -5.98150, 1.30302], [2.86962, -4.42472, 3.56391], [1.54263, -2.07553, 2.88104]],
  "lowdin_spin": [0.00, 0.00, 0.00, 0.00, 0.00, 0.00, 0.00, 0.00, 0.00, 0.00, 0.00, 0.00, 0.00, 0.00, 0.00, 0.00, 0.00, 0.00, 0.00, 0.00, 0.00, 0.00, 0.00, 0.00, 0.05, 0.28, 0.03, 0.25, 0.31, 0.00, 0.01, 0.00, 0.01, 0.01, 0.00, 0.00, 0.00, 0.00, 0.00, 0.00, 0.00, 0.00, 0.00, 0.00, 0.00, 0.00, 0.00, 0.00, 0.00, 0.00, 0.00, 0.00, 0.00, 0.00, 0.00, 0.01, 0.01, 0.00, 0.00, 0.00, 0.00, 0.00, 0.00, 0.00, 0.00, 0.00, 0.00, 0.00, 0.00, 0.00, 0.00, 0.00, 0.00, 0.00, 0.00, 0.00, 0.00, 0.00, 0.00, 0.00, 0.00, 0.00, 0.00, 0.00, 0.00, 0.00, 0.00, 0.00, 0.00, 0.00, 0.00, 0.00, 0.00, 0.00, 0.00, 0.00, 0.00, 0.00, 0.00, 0.00, 0.00, 0.00, 0.00, 0.00]
}


{
  "formula": "C40H52N4ORuSSe",
  "method": "the ωB97M-V functional and the def2-TZVPD basis",
  "largest_force_ha_per_bohr": 0.05532,
  "total_charge": -1,
  "e_homo_ev": [-1.8524, -4.1844],
  "e_lumo_ev": [2.484, 0.368],
  "s2": 8.7936,
  "spin_multiplicity": 6,
  "relative_energy_kj_mol": 7.53,
  "species": ["Ru", "C", "C", "C", "C", "C", "C", "C", "N", "C", "C", "C", "C", "C", "C", "C", "C", "C", "C", "N", "C", "C", "C", "N", "C", "C", "C", "C", "C", "C", "C", "C", "C", "C", "C", "C", "C", "C", "N", "C", "C", "H", "H", "H", "H", "H", "H", "H", "H", "H", "H", "H", "H", "H", "H", "H", "H", "H", "H", "H", "H", "H", "H", "H", "H", "H", "H", "H", "H", "H", "H", "H", "H", "H", "H", "H", "H", "H", "H", "H", "H", "H", "H", "H", "H", "O", "S", "C", "C", "C", "C", "H", "H", "H", "H", "H", "H", "H", "H", "Se"],
  "coordinates": [[0.19419, -0.06473, 0.08734], [0.89005, -2.41790, 5.56303], [1.60140, -1.06257, 5.41114], [0.98257, -0.29585, 4.28258], [-0.09976, 0.52879, 4.35142], [-0.72368, 0.90360, 5.67508], [-1.85387, 1.93198, 5.71288], [-0.46586, 0.84949, 2.97268], [0.39725, 0.20654, 2.11035], [1.30112, -0.48294, 2.89101], [2.37315, -1.23646, 2.42423], [2.71199, -1.45575, 1.11421], [3.74247, -2.39011, 0.67440], [4.52279, -3.28056, 1.59189], [3.67572, -4.50940, 1.96507], [3.67866, -2.44666, -0.67281], [2.61436, -1.53895, -1.09683], [2.16375, -1.41524, -2.39028], [1.07740, -0.65080, -2.80284], [0.24512, 0.06533, -1.96273], [-0.63324, 0.74473, -2.77163], [-1.61678, 1.62361, -2.33740], [-1.87289, 1.95664, -1.00056], [-1.28136, 1.36441, 0.09888], [-1.81294, 1.97162, 1.21587], [-1.48088, 1.68884, 2.55016], [-2.76590, 2.97034, 0.81336], [-2.80177, 2.96006, -0.56310], [-3.56976, 3.85891, -1.48181], [-2.71039, 5.03942, -1.95822], [-3.49083, 3.88104, 1.75519], [-2.63952, 5.09729, 2.14422], [-0.35786, 0.43610, -4.16213], [0.69093, -0.43852, -4.17431], [1.30727, -1.11209, -5.35959], [0.63561, -2.46279, -5.64562], [-1.07042, 1.04408, -5.32603], [-2.42643, 0.38875, -5.62055], [2.07667, -0.91786, 0.00900], [4.49069, -3.28835, -1.60436], [5.57575, -2.46593, -2.31519], [1.34430, -3.02917, 6.34845], [0.92479, -2.96678, 4.62013], [-0.16120, -2.26085, 5.81289], [2.66468, -1.22532, 5.22271], [1.51083, -0.49924, 6.34260], [0.08066, 1.27047, 6.31982], [-1.09755, -0.01633, 6.13827], [-1.53094, 2.89857, 5.32144], [-2.16676, 2.08151, 6.74844], [-2.72376, 1.58739, 5.15346], [2.97607, -1.72917, 3.17678], [4.79963, -2.73832, 2.49865], [5.44294, -3.60480, 1.10162], [2.72599, -4.18924, 2.39748], [4.19327, -5.15326, 2.68218], [3.44662, -5.09178, 1.07053], [2.68788, -1.97538, -3.15439], [-2.21358, 2.10705, -3.10034], [-2.05410, 2.19242, 3.30739], [-4.45350, 4.23762, -0.96284], [-3.91410, 3.29303, -2.35231], [-2.38957, 5.63784, -1.10411], [-3.26009, 5.68183, -2.65160], [-1.81226, 4.67259, -2.45902], [-3.75973, 3.32834, 2.66010], [-4.41988, 4.21860, 1.28868], [-1.69894, 4.77510, 2.59674], [-3.16842, 5.73582, 2.85874], [-2.39538, 5.69059, 1.26081], [2.37530, -1.26504, -5.18565], [1.20677, -0.46798, -6.23722], [0.67656, -3.10245, -4.76156], [1.12282, -2.97985, -6.47766], [-0.41488, -2.31482, -5.90442], [-0.43829, 0.96416, -6.21448], [-1.22118, 2.11196, -5.13726], [-2.29795, -0.67004, -5.85527], [-2.90921, 0.87207, -6.47482], [-3.09281, 0.46523, -4.75872], [3.82905, -3.73901, -2.34912], [4.95892, -4.10323, -1.04863], [5.12634, -1.62360, -2.84449], [6.12662, -3.07757, -3.03417], [6.28077, -2.06360, -1.58469], [-4.14716, -1.93593, 1.28506], [-3.43948, -1.04977, 0.29444], [-4.74634, 0.08486, -0.34058], [-5.63201, -0.67026, -1.35196], [-5.03284, -2.07005, -1.53954], [-3.53736, -1.92724, -1.30312], [-4.20652, 0.91292, -0.80853], [-5.28224, 0.45450, 0.53336], [-5.63159, -0.13762, -2.30598], [-6.66475, -0.74540, -1.01073], [-5.27087, -2.48022, -2.52317], [-5.42782, -2.74555, -0.78024], [-3.03282, -1.29459, -2.04256], [-3.01056, -2.87146, -1.19992], [-0.53630, -2.38135, 0.26881]],
  "lowdin_spin": [1.31, 0.00, 0.00, 0.06, 0.12, 0.01, 0.00, 0.15, 0.07, 0.19, 0.07, 0.16, 0.06, 0.00, 0.00, 0.07, 0.16, 0.10, 0.19, 0.06, 0.17, 0.17, 0.18, 0.05, 0.19, 0.16, 0.12, 0.12, 0.01, 0.01, 0.01, 0.01, 0.12, 0.09, 0.01, 0.00, 0.01, 0.01, 0.09, 0.01, 0.01, 0.00, 0.00, 0.00, 0.00, 0.00, 0.00, 0.00, 0.00, 0.00, 0.00, 0.00, 0.00, 0.00, 0.00, 0.00, 0.00, 0.00, 0.01, 0.01, 0.00, 0.00, 0.00, 0.00, 0.00, 0.00, 0.00, 0.00, 0.00, 0.00, 0.00, 0.00, 0.00, 0.00, 0.00, 0.00, 0.00, 0.00, 0.00, 0.00, 0.00, 0.00, 0.00, 0.00, 0.00, 0.00, 0.01, 0.00, 0.00, 0.00, 0.01, 0.00, 0.00, 0.00, 0.00, 0.00, 0.00, 0.00, 0.01, 0.52]
}